No. 1
46
Properties=species:S:1:pos:R:3:forces:R:3 method="wB97M-V/def2-TZVPD" energy_ha=-1225.88520 homo_energy_ev=-7.9 e_above_lowest_ev=1.519 total_charge=0 smiles="O=C(Nc1ccc2c(c1)OCCO2)N1CCN(c2ccc(F)cc2)CC1" orbital_gap_ev=8.503
O 4.053476 1.448189 -0.386751 0.28 0.14 -0.01
C 3.103868 0.692594 -0.324824 0.07 -0.09 -0.06
N 3.214980 -0.534627 0.313714 0.46 -0.22 -0.16
C 2.285969 -1.132483 1.173112 -0.34 -0.20 0.39
C 1.251653 -0.407493 1.762927 0.15 -0.01 0.00
C 0.340218 -1.040050 2.582969 0.04 -0.34 0.05
C 0.454798 -2.395938 2.859399 0.00 -0.05 -0.08
C 1.530084 -3.112843 2.325688 -0.05 0.10 0.15
C 2.427694 -2.481236 1.477299 -0.16 0.09 0.03
O 1.735837 -4.436882 2.612726 0.11 0.27 -0.34
C 0.979968 -4.893477 3.712937 -0.49 0.01 0.35
C -0.460723 -4.395740 3.605729 0.28 -0.48 -0.06
O -0.493681 -2.987653 3.657715 0.12 0.35 0.01
N 1.897072 0.977158 -0.892096 -0.14 0.17 -0.03
C 1.713065 2.269094 -1.518307 -0.02 0.41 0.26
C 0.300208 2.757033 -1.208432 0.23 0.04 -0.13
N -0.666326 1.799438 -1.708740 0.40 -0.22 -0.04
C -1.931587 2.231168 -2.084185 -0.47 0.09 -0.13
C -2.059840 3.329171 -2.944157 0.00 -0.08 0.13
C -3.295766 3.755604 -3.382423 -0.27 -0.03 0.06
C -4.427662 3.075449 -2.970817 0.06 -0.11 0.09
F -5.643071 3.487693 -3.401402 0.08 -0.02 0.02
C -4.340010 1.983472 -2.130810 -0.22 0.29 -0.26
C -3.097834 1.569204 -1.687813 0.30 0.07 0.05
C -0.492829 0.500146 -1.098241 0.18 -0.13 -0.15
C 0.934743 0.008833 -1.364032 -0.30 -0.32 0.04
H 4.178856 -0.793943 0.476919 -0.12 0.22 -0.03
H 1.173230 0.652018 1.580609 -0.04 0.08 -0.01
H -0.472847 -0.495427 3.035639 -0.12 0.08 0.05
H 3.241100 -3.058828 1.068150 0.10 -0.10 -0.11
H 1.026963 -5.983003 3.690264 -0.04 0.09 0.05
H 1.420629 -4.523573 4.648845 -0.02 -0.07 -0.09
H -1.066696 -4.751649 4.440002 0.06 -0.03 -0.09
H -0.893489 -4.746839 2.658401 0.01 0.03 0.11
H 2.464339 2.952621 -1.121598 -0.09 -0.05 -0.07
H 1.844652 2.186055 -2.604882 0.01 0.03 0.05
H 0.135694 3.731100 -1.664214 0.01 -0.03 0.03
H 0.193271 2.865666 -0.116306 0.03 0.07 -0.03
H -1.178460 3.844718 -3.291971 0.09 0.02 -0.05
H -3.389223 4.600348 -4.046421 -0.03 0.08 -0.08
H -5.237185 1.471922 -1.819519 -0.10 -0.03 0.02
H -3.047978 0.730183 -1.012695 0.04 -0.08 0.07
H -1.184621 -0.207424 -1.556543 0.01 0.01 0.06
H -0.673652 0.526956 -0.012686 -0.05 -0.04 -0.04
H 1.090265 -0.954740 -0.883281 -0.03 0.06 -0.09
H 1.060850 -0.111984 -2.449899 -0.04 -0.05 0.09

---

No. 2
44
Properties=species:S:1:pos:R:3:forces:R:3 method="wB97M-V/def2-TZVPD" energy_ha=-1071.25489 homo_energy_ev=-7.8 e_above_lowest_ev=1.987 total_charge=0 smiles="COc1ccc(C(=O)NCCc2c[nH]c3ccccc23)cc1OC" orbital_gap_ev=8.468
C -5.366713 -0.462100 -0.912414 -0.17 -0.10 -0.13
O -4.393548 0.125491 -0.084674 0.45 0.03 0.23
C -3.133896 -0.416048 -0.058586 -0.04 0.15 0.06
C -2.782604 -1.556318 -0.774435 -0.10 0.03 -0.01
C -1.507459 -2.082828 -0.717255 0.19 -0.02 0.10
C -0.543576 -1.496199 0.090218 -0.34 0.15 -0.20
C 0.844248 -2.038567 0.071162 -0.11 -0.14 0.18
O 1.301797 -2.602699 -0.904585 0.01 -0.09 -0.24
N 1.548397 -1.880826 1.220066 0.08 -0.09 0.38
C 2.989106 -1.969722 1.234971 0.14 -0.10 -0.03
C 3.631693 -0.604040 1.560254 -0.18 0.05 -0.06
C 2.815386 0.521134 1.010078 0.13 0.13 0.39
C 2.147938 1.462544 1.738866 0.31 -0.23 0.10
N 1.425428 2.280624 0.911665 -0.26 0.32 0.12
C 1.592580 1.860998 -0.376336 0.22 -0.32 -0.33
C 1.040627 2.342280 -1.556104 -0.09 0.10 -0.08
C 1.388450 1.705202 -2.726731 -0.11 0.14 0.03
C 2.271394 0.621917 -2.728682 0.15 -0.17 -0.13
C 2.822245 0.141185 -1.563522 -0.02 0.07 -0.06
C 2.476668 0.755487 -0.360012 -0.26 0.40 0.01
C -0.882787 -0.353720 0.801394 -0.21 -0.08 -0.10
C -2.150667 0.210238 0.730892 0.07 -0.06 -0.01
O -2.289214 1.344196 1.482656 0.12 -0.33 0.01
C -3.406418 2.190489 1.326452 -0.30 0.34 0.04
H -5.065051 -0.447221 -1.964375 -0.01 -0.02 0.04
H -5.587593 -1.490398 -0.609262 0.02 0.04 -0.03
H -6.259825 0.148555 -0.785726 0.03 -0.08 -0.05
H -3.516079 -2.045479 -1.394643 -0.10 -0.02 -0.04
H -1.247077 -2.954496 -1.296157 0.03 -0.07 -0.08
H 1.118054 -1.388719 1.986693 -0.08 -0.02 -0.16
H 3.313159 -2.718535 1.965580 0.05 0.04 -0.16
H 3.274765 -2.308762 0.237445 0.02 -0.03 0.16
H 3.706163 -0.480850 2.643361 0.09 0.00 -0.01
H 4.642367 -0.585293 1.147371 0.06 -0.03 0.10
H 2.144323 1.619329 2.801903 0.00 0.01 0.17
H 0.823375 3.028230 1.210151 0.05 -0.10 -0.03
H 0.361345 3.182599 -1.550288 -0.07 0.07 -0.04
H 0.973862 2.048252 -3.663487 -0.04 0.03 -0.06
H 2.519361 0.152482 -3.668857 0.02 -0.06 -0.07
H 3.498945 -0.698291 -1.581351 0.04 -0.13 -0.02
H -0.161965 0.168671 1.409978 0.14 0.11 0.05
H -3.187062 3.066453 1.937746 -0.03 -0.03 -0.06
H -4.325849 1.721865 1.681726 0.09 0.08 -0.04
H -3.536319 2.497067 0.286114 -0.01 -0.01 0.05

---

No. 3
45
Properties=species:S:1:pos:R:3:forces:R:3 method="wB97M-V/def2-TZVPD" energy_ha=-1469.48620 homo_energy_ev=-7.9 e_above_lowest_ev=0.294 total_charge=0 smiles="Cc1cccc(OCCSc2nc3ccccc3n2CCC(=O)O)c1" orbital_gap_ev=8.571
C 5.960745 0.779301 0.009681 0.01 0.00 -0.03
C 4.560504 0.406232 -0.371152 -0.09 -0.04 0.04
C 3.764034 1.302761 -1.078348 -0.04 0.05 0.00
C 2.477085 0.949214 -1.438583 0.21 -0.04 -0.22
C 1.950440 -0.289589 -1.097798 -0.18 -0.30 -0.03
C 2.737534 -1.193536 -0.396684 0.21 0.14 -0.08
O 2.386964 -2.466107 -0.046673 0.32 0.23 0.06
C 1.040589 -2.879378 -0.040296 -0.51 -0.16 0.07
C 0.394707 -2.682863 1.327778 -0.03 0.30 -0.28
S 0.047272 -0.939907 1.725514 0.29 -0.10 0.33
C -1.445465 -0.760427 0.848663 0.08 -0.38 -0.01
N -1.900451 -1.631731 -0.005337 0.37 -0.23 0.02
C -3.104799 -1.123458 -0.427141 -0.30 0.63 0.22
C -4.022125 -1.633999 -1.335832 0.07 0.09 0.11
C -5.166423 -0.898581 -1.567190 -0.11 -0.09 -0.13
C -5.405179 0.311325 -0.915567 -0.10 0.09 0.00
C -4.504573 0.835663 -0.008284 0.05 0.14 0.11
C -3.352395 0.106019 0.225459 -0.25 -0.48 -0.46
N -2.271759 0.309822 1.056190 0.04 -0.33 -0.09
C -1.999733 1.467834 1.858514 0.07 0.43 0.10
C -1.555833 2.659973 0.992565 0.11 -0.23 -0.02
C -0.408767 2.213314 0.110342 -0.28 0.25 -0.16
O -0.535157 1.864511 -1.032409 -0.11 -0.08 -0.26
O 0.750309 2.214846 0.759750 0.46 0.13 0.49
C 4.038533 -0.830796 -0.041913 -0.15 -0.07 -0.04
H 6.580153 0.868955 -0.882380 0.09 0.01 -0.01
H 6.400598 0.029024 0.660974 0.08 -0.02 0.05
H 5.973733 1.740547 0.520870 0.06 0.04 0.05
H 4.158580 2.270081 -1.352622 0.04 0.11 -0.04
H 1.867250 1.628709 -2.017137 -0.07 0.04 0.01
H 0.938395 -0.516549 -1.394328 -0.10 -0.03 0.02
H 0.437032 -2.393531 -0.810239 0.11 -0.11 0.06
H 1.067158 -3.954404 -0.249381 -0.03 0.14 -0.03
H -0.556556 -3.209012 1.369946 0.06 -0.09 0.04
H 1.065617 -3.028584 2.113643 -0.03 -0.03 0.00
H -3.835436 -2.570474 -1.836078 0.02 -0.12 -0.06
H -5.899529 -1.265802 -2.270015 -0.06 -0.03 -0.06
H -6.315981 0.851554 -1.126940 -0.07 0.05 -0.01
H -4.697553 1.771341 0.494962 -0.05 0.11 0.03
H -1.204606 1.209961 2.563982 -0.19 0.05 0.01
H -2.903473 1.734564 2.415416 0.16 -0.06 0.03
H -1.231084 3.473961 1.638303 -0.05 0.05 0.01
H -2.376647 2.983823 0.352643 0.10 0.01 0.00
H 1.463543 1.839273 0.201587 -0.30 0.00 0.03
H 4.632752 -1.553882 0.495563 0.09 -0.08 0.10

---

No. 4
45
Properties=species:S:1:pos:R:3:forces:R:3 method="wB97M-V/def2-TZVPD" energy_ha=-1468.78330 homo_energy_ev=-8.0 e_above_lowest_ev=19.421 total_charge=0 orbital_gap_ev=8.008
C -5.149521 -1.290589 1.425678 -3.53 -0.71 -4.31
C -4.126577 -0.687287 0.323823 -9.14 -7.29 -0.77
C -4.264798 -0.917463 -1.039224 -8.24 -5.91 5.55
C -3.554126 -0.474781 -2.003957 -2.25 -1.27 1.89
C -2.579756 0.245291 -1.749622 6.24 7.11 9.94
C -2.474415 0.638009 -0.200117 0.47 0.61 -4.58
C -3.377490 0.099861 0.887554 9.95 6.45 -8.43
C -3.201890 0.698238 2.021652 -0.36 1.90 12.62
H -2.834027 1.713662 2.094939 0.66 -0.05 -0.75
H -2.460224 -0.014473 2.687532 -1.86 1.99 -1.01
H -4.210205 0.863581 2.650494 1.93 -0.95 -1.12
N -1.453545 1.683805 -0.026617 -1.33 -7.20 7.28
C -0.365893 1.152266 0.888756 -1.31 9.59 -4.54
O -0.342877 0.477505 1.798342 -0.76 -5.33 3.85
C 0.701578 2.354339 0.840411 0.66 -2.60 5.46
H 0.274046 3.354512 0.981630 0.22 -0.35 -0.87
H 1.403085 2.119109 1.881076 -1.91 0.80 -3.02
S 1.684271 1.959894 -0.442481 3.42 6.15 -5.81
O 0.923371 2.163273 -1.713210 0.08 -1.45 2.09
O 2.806596 2.969118 -0.412374 -1.49 -2.80 0.77
C 2.263062 0.380160 -0.332540 1.85 0.79 4.23
C 3.336242 0.197100 0.608926 2.04 0.52 -1.54
N 3.567398 -1.121712 0.688269 -1.13 -4.25 0.87
C 2.421860 -1.800746 0.238133 -0.32 1.20 -2.82
C 2.140037 -3.025983 -0.240308 10.41 -3.86 8.64
C 1.046916 -3.501402 -0.642701 -7.71 -6.54 -4.06
C 0.157224 -2.730595 -1.208957 -1.23 10.13 -1.57
C 0.520031 -1.050707 -1.190736 4.76 -14.30 4.65
C 1.578528 -0.888838 -0.393463 0.58 4.26 -1.11
H -0.100474 -0.498814 -1.546477 -6.75 6.94 -4.44
H -0.756361 -2.734871 -1.746891 -0.71 -1.51 -0.11
H 0.632330 -4.584970 -0.818248 2.04 1.42 1.04
H 2.803535 -3.917086 0.457057 -1.28 2.20 -2.47
C 4.621430 -2.036191 1.290141 5.14 12.85 -6.82
H 5.100426 -2.685700 0.646736 0.89 -0.80 -1.83
H 5.417213 -0.973758 1.684176 -1.77 -4.02 -0.94
H 4.288869 -2.445393 2.007781 -4.50 -5.40 9.89
H 4.191676 0.811916 1.079197 -1.98 -0.36 -1.10
H -1.055929 2.213528 -0.680558 1.48 2.11 -4.07
H -2.067765 0.996923 -2.238974 1.36 0.53 -1.96
H -3.670794 -0.760965 -2.859782 -2.11 -2.98 -9.72
H -5.334132 -1.632744 -1.067349 3.41 1.89 -1.10
H -5.971968 -0.583275 1.785545 1.76 -0.40 -0.04
H -4.682124 -1.866769 2.188163 0.36 -0.16 0.68
H -5.909156 -2.008797 0.810906 1.98 1.07 1.43

---

No. 5
47
Properties=species:S:1:pos:R:3:forces:R:3 method="wB97M-V/def2-TZVPD" energy_ha=-1619.94820 homo_energy_ev=-8.2 e_above_lowest_ev=1.323 total_charge=0 smiles="Cc1ccc(S(=O)(=O)NCC(=O)OCC(=O)N2CCc3ccccc32)cc1" orbital_gap_ev=8.686
C -4.488428 3.721363 1.426804 -0.05 -0.01 -0.02
C -3.398829 3.283318 0.499231 0.10 -0.08 0.00
C -2.677103 2.120624 0.746651 -0.03 0.10 -0.07
C -1.683736 1.708561 -0.125512 0.08 -0.17 0.00
C -1.415427 2.464554 -1.248912 0.44 -0.28 -0.25
S -0.118225 1.976891 -2.366209 0.07 0.41 0.10
O -0.501083 2.236160 -3.718029 -0.02 0.30 -0.02
O 0.321908 0.651186 -2.010358 -0.31 0.25 0.14
N 1.074612 3.100698 -1.951667 -0.68 -0.41 -0.34
C 1.832330 2.651297 -0.807437 0.19 -0.31 0.22
C 2.669190 1.421364 -1.156354 0.14 0.37 -0.09
O 3.257012 1.299971 -2.196800 0.07 0.02 0.02
O 2.690574 0.549363 -0.156459 -0.14 -0.16 0.46
C 3.513942 -0.610070 -0.321608 0.39 -0.22 -0.07
C 3.042698 -1.676627 0.675051 0.23 0.53 -0.30
O 3.688871 -1.904506 1.678137 0.15 -0.01 0.16
N 1.890641 -2.301042 0.356027 -0.16 -0.04 0.11
C 1.164575 -2.138124 -0.905437 -0.02 0.23 -0.67
C -0.151479 -2.912728 -0.733882 -0.05 0.06 -0.01
C 0.049305 -3.654874 0.552382 0.19 0.02 0.08
C -0.758943 -4.593174 1.155698 0.12 0.06 0.01
C -0.361391 -5.136659 2.370789 -0.10 -0.10 0.07
C 0.824226 -4.736173 2.962647 -0.09 -0.03 -0.02
C 1.645784 -3.790986 2.364322 0.19 0.06 0.12
C 1.244953 -3.257406 1.152019 -0.32 -0.39 0.23
C -2.118629 3.623179 -1.517143 -0.12 0.14 -0.07
C -3.108834 4.028551 -0.642008 0.12 -0.10 -0.07
H -5.458705 3.454783 1.007792 -0.09 0.01 0.03
H -4.393672 3.240811 2.396731 -0.03 0.00 0.08
H -4.470245 4.800399 1.561183 -0.03 0.07 0.06
H -2.893680 1.533689 1.626960 -0.01 -0.05 0.09
H -1.118461 0.806040 0.047553 0.04 -0.12 0.08
H 1.671039 3.260834 -2.754449 0.00 -0.03 -0.27
H 1.137824 2.412466 -0.001567 0.16 0.08 0.11
H 2.504067 3.451360 -0.482546 -0.10 -0.11 0.02
H 3.471166 -0.947450 -1.361383 -0.01 0.04 0.14
H 4.546138 -0.345878 -0.067904 -0.22 -0.13 -0.04
H 0.980803 -1.088126 -1.130660 0.13 -0.26 0.08
H 1.761591 -2.568547 -1.716888 -0.08 0.05 0.03
H -0.337061 -3.588002 -1.569244 0.00 0.06 -0.02
H -1.004377 -2.234300 -0.662178 0.00 0.02 -0.04
H -1.683664 -4.900071 0.689967 -0.10 -0.04 -0.05
H -0.982098 -5.875715 2.854663 -0.05 -0.07 0.05
H 1.121617 -5.166526 3.907107 0.03 -0.04 0.08
H 2.568376 -3.481066 2.824079 0.02 0.01 0.00
H -1.882326 4.179278 -2.409570 -0.04 0.17 -0.10
H -3.666845 4.931313 -0.841590 -0.05 0.10 -0.04